154
Properties=species:S:1:pos:R:3:forces:R:3:mulliken_charge:R:1 method="wB97M-V/def2-TZVPD" total_charge=+1 homo_lumo_gap_ev=8.8534 homo_ha=-0.4033 total_energy_ha=-3313.660181 relative_energy_kcal_mol=3.16
H -1.33215 -3.58822 -5.50931 0.00 0.00 0.03 0.222
C -1.54345 -0.44286 -2.47880 0.07 0.00 -0.21 -0.035
O -6.53808 -5.43562 0.11013 0.02 0.12 -0.04 -0.419
H -6.59886 -5.86596 -1.83782 0.00 0.01 -0.01 0.272
C -0.09511 0.00125 3.98063 0.22 0.12 -0.10 -1.610
H 0.46204 0.07443 -3.05312 0.11 -0.03 -0.02 0.292
C 1.61354 1.60114 2.99730 0.03 0.08 0.28 -0.600
H -2.77449 1.54549 3.07946 0.06 -0.19 0.00 0.500
C -2.62484 3.04868 -3.48703 -0.12 0.13 -0.06 -0.530
H 1.14915 3.54034 0.01210 -0.01 0.07 0.06 0.273
C -0.03093 -0.64445 -2.39586 0.06 -0.08 0.07 -0.999
C 0.64668 7.16013 7.18249 0.03 -0.07 0.05 -1.109
H -0.87261 6.32720 9.92721 0.03 0.00 0.02 0.272
H -0.75801 5.11931 -3.38574 0.01 0.01 -0.13 0.573
C 2.48296 3.73622 -7.33965 0.03 -0.03 0.10 -1.043
H -0.65972 -4.38461 -6.93737 0.01 -0.03 0.01 0.320
C 6.87635 -3.89142 3.52770 0.01 -0.09 -0.05 -0.297
I 3.86349 2.49157 -1.34800 0.01 -0.04 0.14 0.239
H -6.47590 -5.01637 2.05930 -0.01 0.01 0.00 0.341
H 6.61478 -2.73067 5.97512 0.01 -0.02 -0.01 0.312
H -5.29916 -6.68621 -0.98742 0.00 -0.01 0.03 0.296
H -2.84093 3.67941 -4.35380 0.04 0.00 -0.07 0.354
H -1.97861 2.22125 -3.80688 0.00 0.09 -0.06 0.183
H -1.92663 0.01762 -1.56064 -0.04 0.01 0.09 0.224
H -0.51801 4.84210 10.80024 0.00 -0.02 0.01 0.392
H -0.77786 3.75399 5.08484 -0.01 -0.04 0.15 0.551
C 2.61700 0.10505 0.23819 0.39 -0.29 0.33 0.434
C 0.32488 1.46478 3.81472 -0.04 -0.09 -0.09 0.178
H -2.87463 -5.52234 -5.14610 -0.04 -0.02 -0.01 0.308
H 8.91406 -3.57625 5.39458 -0.01 0.00 0.04 0.273
H 2.53441 -1.52214 -1.11975 0.11 0.10 -0.31 0.614
C -0.02890 4.55956 -1.45194 -0.26 0.33 0.08 -1.345
O 1.43490 1.88259 1.58367 -0.02 -0.20 -0.36 -0.194
H 1.15188 2.01324 -1.89774 -0.06 -0.09 0.03 0.001
C -4.45610 -3.15825 -3.45334 0.08 0.46 -0.01 -0.840
H 7.03419 -1.15100 5.33183 -0.01 0.01 -0.01 0.308
H 2.41367 0.08279 -1.94615 0.29 0.00 0.00 0.356
H -2.27960 -6.29273 -6.60626 0.02 0.02 -0.03 0.346
H 9.29743 -2.01066 4.67424 0.01 0.02 0.01 0.305
H -4.66063 -6.55033 2.69338 0.00 0.01 0.02 0.399
H 6.50164 -4.90115 5.42031 0.02 -0.02 -0.01 0.271
H 2.17534 5.81619 -6.84031 0.02 -0.01 0.02 0.317
H 5.05362 -4.56845 4.46641 -0.01 -0.01 -0.01 0.308
H -0.56115 3.33666 0.25305 -0.08 -0.05 -0.07 -0.265
O 2.87544 -0.96407 1.12118 -0.37 0.01 -0.38 -0.673
H -3.15343 -3.53402 -0.43280 -0.01 0.00 -0.02 0.178
H -0.20090 3.45185 -3.32479 0.15 0.04 -0.05 0.314
C -0.80344 2.42216 3.34130 0.06 0.09 0.53 1.343
C -0.69297 6.44499 7.15304 -0.03 0.08 -0.03 -0.310
C -4.82705 -6.32819 1.63906 0.01 -0.01 -0.08 -0.883
H 2.19224 2.45966 3.34128 -0.09 0.06 -0.14 0.463
C -0.09795 4.70520 8.69767 0.02 -0.04 0.08 -0.366
H -4.59026 -7.22881 1.07131 -0.01 -0.02 0.02 0.274
H -4.31373 0.46325 -1.74844 0.01 0.02 -0.06 0.279
H 6.16193 -5.86425 3.98890 -0.01 -0.01 -0.02 0.400
H -5.69849 -0.60752 -1.73869 -0.03 0.04 -0.05 0.398
C -3.16564 -4.23994 -8.15172 0.00 0.04 -0.10 -0.335
O -2.03144 3.78605 -2.44510 0.11 -0.25 0.22 -0.404
C -6.26270 -5.87779 1.42621 0.01 -0.01 0.09 -0.366
H -4.84536 -3.04770 -0.39498 -0.05 -0.06 0.07 0.296
H -6.95924 -6.67002 1.72198 0.02 -0.02 -0.02 0.353
C -3.82610 -2.67916 -0.53358 0.09 0.03 0.15 -0.877
C 5.63676 0.01707 1.74909 -0.41 -0.33 -0.10 -1.430
N 1.30220 0.73025 0.79704 -0.18 0.30 0.47 1.254
H -4.13359 -5.54263 1.33357 0.00 0.01 0.02 0.114
C -0.91019 5.23923 9.86408 -0.04 0.06 -0.06 -1.093
H 3.96909 5.96543 -5.49600 0.03 -0.02 0.01 0.345
H -1.39979 6.93020 7.83442 0.02 -0.01 0.02 0.335
C -1.15071 -4.55709 -5.97856 -0.02 0.07 -0.07 -1.018
C 0.29158 2.02502 -1.22655 0.19 0.04 0.17 -0.691
H -1.95482 4.94112 9.76982 0.00 -0.02 0.01 0.305
H -2.21621 2.44995 1.69216 -0.03 -0.01 0.06 0.323
H -0.71869 0.79311 0.15538 0.19 -0.05 0.39 0.277
H 3.51504 3.68741 -6.98952 0.01 0.03 -0.03 0.259
C 0.21262 3.37558 -0.51581 0.15 -0.17 0.12 0.121
H 2.50963 3.90660 -8.41550 -0.02 0.00 -0.02 0.413
H 3.41349 -0.67792 1.86137 0.32 0.07 0.23 0.428
C -6.35412 -6.39507 -0.91663 0.01 -0.04 -0.08 -0.132
H 2.95173 6.67514 -4.24046 0.00 0.01 0.02 0.373
H 5.88793 0.87725 -0.21533 0.01 -0.16 -0.05 0.510
O 1.49088 4.64182 -5.27285 -0.09 -0.03 0.08 -0.340
H 5.02082 -0.66253 -0.21706 0.08 0.04 -0.20 0.296
H 0.18126 -1.65001 -2.76595 0.06 0.13 -0.13 0.792
H 0.69679 4.90380 -7.08618 -0.02 0.00 0.01 0.361
H -3.56028 2.63873 -3.11135 -0.02 0.00 0.01 0.205
O -0.61426 5.05562 7.42418 0.03 -0.06 -0.09 -0.341
H 0.89652 5.10634 -1.64932 0.04 -0.15 -0.11 0.393
C 2.65895 4.55185 -4.48380 0.11 -0.04 0.06 0.752
H 4.35595 5.68756 -3.80291 0.00 0.00 0.02 0.359
H -5.48106 -3.39551 -3.16593 0.00 -0.19 0.01 0.342
H -1.12418 6.50914 6.15338 -0.01 -0.01 -0.01 0.339
H -4.49431 -2.68158 -4.43623 0.05 -0.19 -0.06 0.306
C -2.90283 -5.41903 -9.07235 0.02 -0.05 0.07 -1.042
H -2.32363 -3.53810 -8.18073 0.01 -0.02 0.01 0.305
H 7.93096 -4.18121 3.47558 0.00 0.01 0.03 0.301
H -3.73440 -6.12335 -9.03576 -0.01 0.00 -0.02 0.286
H -0.94714 -0.09176 4.65186 -0.06 -0.02 -0.03 0.405
H 2.24937 0.72045 3.11549 0.03 -0.03 0.00 0.198
C 0.27154 0.81131 -0.29281 -0.27 0.04 -0.67 -0.003
C 3.81175 1.06503 0.26859 0.05 0.12 -0.25 -0.901
C 2.14061 -0.50886 -1.07723 -0.69 -0.33 0.55 -1.494
H -1.77027 2.28047 5.27312 0.07 0.04 0.14 0.316
H 4.91962 0.37641 2.49762 0.12 0.14 0.03 0.384
H -3.61427 -1.97909 0.27752 0.03 0.02 -0.03 0.418
H -1.99195 -5.95593 -8.80412 0.02 0.02 -0.02 0.266
C 0.58859 -0.51245 -1.01003 0.29 0.22 -0.44 -0.085
H -3.85416 -4.06276 -3.51949 -0.10 -0.10 -0.03 0.014
H 6.48861 -3.92795 2.50878 0.00 0.01 -0.01 0.325
H -6.98014 -8.21900 0.09721 0.02 -0.01 -0.02 0.287
H -0.68513 5.26544 -0.93385 0.12 0.07 -0.03 0.448
C 6.10342 -4.85919 4.40613 0.00 0.07 0.06 -1.135
H 3.24424 3.66548 -4.76259 0.01 0.02 -0.01 0.261
H -4.04494 -3.69442 -8.49354 -0.01 0.00 0.00 0.327
H 0.73326 -0.57241 4.40080 -0.05 -0.03 0.10 0.467
H 0.97441 -0.03940 1.40296 -0.08 0.03 0.03 0.418
Si -3.75005 -1.94341 -2.24066 -0.32 -0.37 -0.21 0.203
O -2.17793 -1.66556 -2.74686 -0.10 0.07 0.18 -0.186
H -0.46124 -5.12502 -5.35280 0.00 -0.01 0.02 0.403
H 1.35537 6.67404 6.51015 0.00 0.01 -0.02 0.293
H 0.94934 5.01568 8.78727 -0.01 0.03 0.00 0.320
O 6.75333 -2.53149 3.91462 -0.09 0.06 -0.07 -0.305
H 9.00226 -2.14671 6.41485 0.00 0.02 0.01 0.395
H 2.29762 4.38672 -3.46536 -0.04 -0.01 -0.01 -0.629
C 8.69458 -2.50897 5.43418 -0.01 -0.05 -0.08 -1.116
C -1.89026 1.76466 2.47921 0.00 0.33 -0.21 -1.591
H 2.01458 2.76869 -7.15319 -0.01 0.00 -0.02 0.276
H -1.57725 0.84556 1.98844 -0.02 -0.09 0.04 0.210
H -0.10861 3.61495 8.71073 0.00 -0.01 -0.01 0.323
H -0.35658 -0.47260 3.03285 -0.11 -0.05 0.00 0.166
H -2.35605 3.59641 4.28255 0.09 0.13 0.08 0.468
C -0.71773 4.22984 -2.75265 -0.25 0.10 -0.13 -0.603
C -1.45074 3.06298 4.58189 -0.24 -0.17 -0.50 -2.071
H 5.75178 -1.05103 1.93709 0.21 0.06 0.06 0.330
H 6.58026 0.51383 1.95039 0.06 -0.01 0.05 0.396
H 0.52045 8.19508 6.86488 -0.01 0.01 -0.02 0.396
H 3.72843 1.69939 1.15044 -0.01 -0.02 -0.07 0.374
H -7.11448 -8.26337 -1.65648 0.00 0.00 -0.02 0.411
H -1.75235 0.26000 -3.29277 -0.06 -0.07 0.09 -0.182
H -5.04104 -0.07819 -3.28350 0.07 0.07 -0.04 0.361
C 7.22001 -2.21956 5.21845 0.03 0.04 0.08 -0.329
H -8.28314 -7.33576 -0.70309 -0.01 0.00 -0.02 0.311
C -2.45620 -5.32051 -6.13248 0.05 -0.04 0.08 -0.376
O -3.46535 -4.60389 -6.81601 -0.04 0.03 0.06 -0.397
C -7.23474 -7.62472 -0.78138 -0.01 0.02 0.08 -1.232
H -0.33454 3.23635 2.78345 0.01 -0.08 -0.15 0.066
C 1.69896 4.84638 -6.66303 -0.01 0.02 -0.11 -0.378
H -2.78837 -5.06902 -10.09832 -0.01 0.01 -0.01 0.392
C 3.53334 5.79357 -4.51163 -0.04 0.02 -0.07 -1.352
H 1.08349 7.17414 8.18159 -0.02 0.03 0.01 0.266
C 5.14385 0.28177 0.30826 -0.01 0.33 0.25 -0.330
H -0.59937 1.89625 -1.84902 0.08 0.01 0.12 0.234
C -4.77049 -0.38004 -2.27183 0.00 -0.01 0.19 -1.065
I -0.15636 -2.14928 0.19065 -0.06 -0.09 0.14 0.171
H 0.61201 1.81438 4.81175 0.09 -0.02 -0.02 0.622